# 1
Formula: C4H5NO
Source: the OMol25 dataset
Level of theory: ωB97M-V/def2-TZVPD

LUMO energy ... 0.7891 eV
Energy above the lowest of the compared OMol25 structures with the same formula, charge and spin ... 298.65 kJ/mol
SMILES ... C1=CCON=C1
Charge ... 0

Geometry (Å):
C: -0.03084 1.21119 -0.07019
C: 0.98483 0.39073 -0.10981
C: 0.68040 -1.12999 0.05517
O: -0.61862 -1.53967 -0.14655
N: -1.68142 -0.65102 -0.02446
C: -1.43997 0.59034 -0.02504
H: 0.06613 2.24387 -0.16461
H: 2.03170 0.72803 -0.02565
H: 1.10893 -1.31763 1.06185
H: 1.22920 -1.73644 -0.73868
H: -2.33033 1.21060 0.18796

# 2
Formula: C58H46Br2N8O2ReS2
Source: the OMol25 dataset
Level of theory: ωB97M-V/def2-TZVPD

<S²> ... 3.85
LUMO energy (alpha / beta) ... -10.7506 / -12.9670 eV
Multiplicity ... 4
Energy above the lowest of the compared OMol25 structures with the same formula, charge and spin ... 63.96 kJ/mol
Charge ... +4

Geometry (Å):
Re: -17.59536 -13.90785 -1.28891
Br: -24.09522 -14.07308 -2.94527
C: -22.28421 -14.05075 -2.54375
C: -21.59120 -12.84127 -2.63801
C: -20.24499 -12.86198 -2.52773
N: -19.59387 -13.95088 -2.09129
C: -20.23143 -15.12122 -2.03386
C: -21.58304 -15.24063 -2.25153
C: -19.32618 -16.27513 -1.81227
C: -19.74566 -17.55769 -1.92448
C: -18.83319 -18.57387 -1.67510
Br: -19.45361 -20.24271 -2.06011
C: -17.52713 -18.31142 -1.28694
C: -17.18689 -16.97341 -1.24045
N: -18.05797 -15.94547 -1.47067
H: -22.14574 -11.94868 -2.94304
H: -19.74003 -11.91915 -2.73452
H: -22.11642 -16.20374 -2.25418
H: -20.75651 -17.82228 -2.15943
H: -16.82584 -19.10096 -1.03304
H: -16.14260 -16.71646 -1.03747
C: -19.27418 -9.54853 -9.57992
C: -19.14936 -10.81873 -8.71582
C: -17.93559 -11.51748 -8.80159
C: -17.66929 -12.64258 -8.03720
C: -18.62388 -13.08482 -7.11942
C: -19.84713 -12.43284 -7.01665
C: -20.07287 -11.29345 -7.80898
S: -18.19674 -14.46533 -6.08601
O: -18.74065 -14.16351 -4.69894
C: -19.26794 -15.73173 -6.87137
C: -20.59746 -15.64133 -6.53062
C: -21.52983 -16.21646 -7.37120
C: -21.13581 -16.59557 -8.63324
C: -22.10595 -17.02827 -9.60526
C: -21.73603 -17.15470 -10.92534
C: -20.41401 -16.86960 -11.32174
C: -19.43224 -16.58212 -10.40391
C: -19.77402 -16.53764 -9.03211
C: -18.74676 -16.43641 -8.00414
C: -17.52088 -17.11149 -7.99725
C: -17.06246 -17.95755 -9.16750
C: -17.80263 -18.95323 -9.85909
C: -17.27031 -19.84322 -10.82015
C: -15.96117 -19.67887 -11.24266
C: -15.20017 -18.68279 -10.64043
C: -15.69679 -17.97551 -9.52127
C: -14.73496 -17.43860 -8.67499
C: -15.08633 -17.13008 -7.37293
C: -16.42998 -17.05247 -6.98980
S: -16.91180 -16.91338 -5.33076
O: -16.51405 -13.93639 -2.60995
C: -15.41193 -17.32271 -4.44419
C: -14.91947 -18.61919 -4.63937
C: -13.83761 -19.07758 -3.94202
C: -13.21592 -18.25444 -2.98034
C: -12.05805 -18.82353 -2.24131
C: -13.68725 -16.95969 -2.77801
C: -14.76227 -16.49727 -3.55145
H: -18.89507 -8.66407 -9.09940
H: -20.32054 -9.31682 -9.87325
H: -18.63204 -9.60839 -10.47740
H: -17.15359 -11.17841 -9.48870
H: -16.65470 -13.06822 -8.15349
H: -20.58216 -12.77521 -6.34307
H: -21.07532 -10.80871 -7.82372
H: -20.84505 -15.08494 -5.61509
H: -22.55077 -16.33147 -7.08488
H: -23.14773 -17.16338 -9.29859
H: -22.42177 -17.46134 -11.68617
H: -20.17843 -16.89598 -12.37204
H: -18.36328 -16.47431 -10.67371
H: -18.81843 -19.08567 -9.56775
H: -17.80283 -20.67064 -11.28168
H: -15.60381 -20.32361 -12.04705
H: -14.19639 -18.56602 -11.00608
H: -13.68803 -17.32643 -8.96626
H: -14.33610 -16.80924 -6.65005
H: -15.35134 -19.22534 -5.45370
H: -13.39354 -20.00953 -4.16631
H: -12.32936 -19.16719 -1.27315
H: -11.28952 -18.06180 -2.09347
H: -11.57998 -19.64111 -2.80619
H: -13.31411 -16.33630 -2.00290
H: -15.15249 -15.48400 -3.40921
N: -17.22516 -11.43394 0.81725
C: -18.18692 -12.35211 1.37544
C: -18.78469 -12.09149 2.57627
C: -19.56472 -13.08516 3.16135
C: -19.78192 -14.31148 2.53298
C: -19.34114 -14.36488 1.24124
N: -18.49362 -13.47169 0.67514
C: -17.17163 -10.94141 -0.49333
C: -16.97967 -9.59911 -0.71749
C: -16.97495 -9.10707 -1.99262
C: -17.03691 -9.99693 -3.06170
C: -17.12215 -11.33415 -2.78218
N: -17.25354 -11.84654 -1.52220
H: -17.06393 -10.73269 1.49896
H: -18.70640 -11.17279 3.12755
H: -19.99166 -12.89281 4.14238
H: -20.34089 -15.09465 3.04190
H: -19.58206 -15.22558 0.67725
H: -16.87005 -8.92716 0.12354
H: -16.95510 -8.04298 -2.11532
H: -16.94222 -9.72225 -4.10468
H: -17.11535 -12.01194 -3.62359
N: -14.11289 -15.78682 2.57005
C: -14.34450 -15.03588 1.48886
C: -15.66749 -14.73196 1.02191
N: -15.77191 -14.07769 -0.13932
C: -14.66179 -13.57162 -0.72901
C: -13.41032 -13.81552 -0.17200
N: -13.24084 -14.59797 0.84531
H: -14.86075 -16.21590 3.10441
H: -13.15513 -15.79734 2.87163
H: -16.54763 -15.08888 1.54436
H: -14.76957 -13.02915 -1.68762
H: -12.54891 -13.41019 -0.73273

# 3
Formula: C3H6N2
Source: the OMol25 dataset
Level of theory: ωB97M-V/def2-TZVPD

LUMO energy ... 1.0594 eV
Energy above the lowest of the compared OMol25 structures with the same formula, charge and spin ... 352.56 kJ/mol
SMILES ... [H]/N=C/N1CC1
Charge ... 0

Geometry (Å):
H: 1.15981 -2.18143 1.58975
N: 0.92556 -2.08354 0.64453
C: 0.63672 -0.82614 0.56786
N: -0.00773 -0.35769 -0.66735
C: -1.09336 0.34981 -0.25668
C: 0.06046 1.13936 -0.79381
H: 0.47583 -0.00068 1.37114
H: -1.95717 0.53115 -0.98202
H: -1.03200 0.37398 0.70847
H: 0.89067 1.61795 -0.34181
H: -0.05878 1.43722 -1.84008

# 4
Formula: C23H60N4O8
Source: the OMol25 dataset
Level of theory: ωB97M-V/def2-TZVPD

LUMO energy ... 0.6879 eV
Energy above the lowest of the compared OMol25 structures with the same formula, charge and spin ... 0.00 kJ/mol
SMILES ... COC[C@H](C)N.COCCNCCOC.COCCNCCOC.COCCNCCOC.CO
Charge ... 0

Geometry (Å):
C: -3.03260 2.87324 -4.62466
O: -2.49911 2.37166 -3.41869
C: -1.23418 2.86474 -3.04545
C: -1.06472 2.65048 -1.54640
C: 0.24434 3.27846 -1.10731
N: -1.15055 1.25115 -1.16636
H: -2.20808 3.08355 -5.31943
H: -3.63387 3.76318 -4.44700
H: -3.56528 2.04922 -5.09881
H: -0.44674 2.32038 -3.58835
H: -1.11950 3.93088 -3.29035
H: -1.91378 3.20153 -1.12825
H: 0.20600 4.36504 -1.21193
H: 1.09737 2.94419 -1.71386
H: 0.56545 3.03847 -0.09097
H: -2.01343 0.88206 -1.55246
H: -0.41416 0.60108 -1.41450
C: 4.91139 2.75024 4.19357
O: 4.76130 2.34193 2.86100
C: 3.42880 2.02646 2.53441
C: 3.36052 1.52744 1.11137
N: 4.24987 0.39251 0.96427
C: 4.43340 -0.09839 -0.39199
C: 5.04424 0.90797 -1.35334
O: 5.65160 0.26228 -2.45388
C: 6.38892 1.15721 -3.22604
H: 4.80532 1.91846 4.90689
H: 4.16682 3.51251 4.45595
H: 5.91710 3.13942 4.33965
H: 2.81335 2.93823 2.60803
H: 3.01418 1.27363 3.21672
H: 3.66098 2.34782 0.44314
H: 2.33409 1.20217 0.92549
H: 5.13427 0.49339 1.44128
H: 3.40402 -0.28078 -0.71288
H: 4.98605 -1.03482 -0.45381
H: 5.74656 1.57133 -0.81064
H: 4.30514 1.63207 -1.73793
H: 7.28135 1.48374 -2.67322
H: 5.82700 2.07157 -3.48095
H: 6.67261 0.72385 -4.18259
C: 0.66162 -0.23855 -4.26218
O: 0.64416 -0.60647 -2.91482
C: 1.31519 -1.83729 -2.68728
C: 1.39520 -2.07023 -1.21312
N: 2.30742 -3.15508 -0.87819
C: 2.60392 -3.23576 0.54960
C: 2.77661 -4.68210 0.97663
O: 1.53183 -5.16979 1.46432
C: 1.64588 -6.46129 2.01949
H: -0.19969 0.38573 -4.50028
H: 0.60406 -1.09843 -4.94275
H: 1.58964 0.29882 -4.49757
H: 2.30061 -1.84896 -3.17317
H: 0.76183 -2.64918 -3.18796
H: 0.40076 -2.29643 -0.78906
H: 1.70172 -1.19707 -0.63613
H: 1.93574 -4.01333 -1.26315
H: 1.79504 -2.77651 1.13143
H: 3.51919 -2.67853 0.76237
H: 3.55893 -4.74851 1.74131
H: 3.06327 -5.29596 0.11249
H: 0.70527 -6.61795 2.54691
H: 2.45270 -6.52898 2.75624
H: 1.78630 -7.21657 1.24109
C: -4.37644 -2.14030 5.45779
O: -5.44688 -1.46807 4.84167
C: -5.11608 -1.03762 3.52979
C: -6.26738 -0.18362 3.03311
N: -6.22276 0.15349 1.63529
C: -5.23682 1.19759 1.31773
C: -5.36953 1.60410 -0.12438
O: -4.81808 0.57753 -0.91879
C: -5.07553 0.78274 -2.27604
H: -3.43041 -1.59077 5.49043
H: -4.20480 -3.11673 4.98429
H: -4.68105 -2.33981 6.48699
H: -5.02663 -1.92072 2.88133
H: -4.15824 -0.50575 3.56291
H: -6.37643 0.70042 3.66213
H: -7.14046 -0.80212 3.27641
H: -6.01327 -0.63427 1.03404
H: -4.22824 0.80531 1.50467
H: -5.36196 2.01356 2.03178
H: -4.86629 2.56322 -0.31799
H: -6.43463 1.78184 -0.32705
H: -4.45041 0.14521 -2.89772
H: -4.95448 1.82154 -2.60336
H: -6.12251 0.54841 -2.53717
C: -1.09650 -0.79663 1.50156
O: -0.03220 0.13383 1.26909
H: -2.03335 -0.36614 1.15332
H: -0.88213 -1.73242 0.98162
H: -1.16582 -1.00775 2.56995
H: -0.38395 0.82278 0.68063

The evaluated strongest force on any atom for the records listed, in turn: 3.4 2.5 6.8 1.4 eV/Å.